This record from the OMol25 dataset describes a molecular structure, C41H36ClNNbO12 in a non-equilibrium geometry. The level of theory is wB97M-V/def2-TZVPD.

Structure (ORCA input):
```
! RIJCOSX wB97M-V def2-TZVPD def2/J DEFGRID3
* xyz -1 1
C 3.58 -1.95 3.21
C 3.00 -1.75 2.01
Nb 0.86 -1.17 2.32
C -1.25 -0.42 2.63
Cl 1.60 1.19 2.47
C 0.22 -3.32 1.96
C -0.80 -3.83 2.90
N -0.55 -4.11 4.12
H 4.16 -2.84 3.47
H 3.39 -1.20 3.96
H 3.49 -1.90 1.05
H 0.98 -1.47 4.13
H 0.62 -0.95 0.50
H -1.40 0.49 2.04
H -1.99 -1.15 2.29
H -1.37 -0.20 3.69
H -0.13 -3.38 0.94
H 1.10 -3.96 2.04
H -1.81 -3.98 2.50
H -1.39 -4.45 4.57
C -3.03 3.45 -2.14
C -2.51 2.22 -2.14
C -1.61 1.76 -1.06
O -1.14 0.65 -1.06
C -1.31 2.72 0.04
C -1.83 3.94 0.04
C -2.73 4.40 -1.05
O -3.20 5.52 -1.05
H -3.69 3.80 -2.92
H -2.72 1.50 -2.93
H -0.65 2.36 0.82
H -1.62 4.66 0.82
C 4.15 -3.42 9.20
C 4.20 -2.42 8.32
C 3.57 -2.55 6.98
O 3.61 -1.65 6.18
C 2.87 -3.82 6.66
C 2.83 -4.81 7.55
C 3.46 -4.69 8.88
O 3.42 -5.60 9.69
H 4.60 -3.35 10.18
H 4.70 -1.48 8.53
H 2.41 -3.88 5.69
H 2.32 -5.75 7.34
C 6.54 2.36 6.93
C 6.57 3.34 6.04
C 5.93 3.19 4.70
O 5.96 4.09 3.90
C 5.26 1.90 4.41
C 5.23 0.91 5.31
C 5.87 1.07 6.64
O 5.85 0.17 7.46
H 7.00 2.45 7.91
H 7.05 4.29 6.23
H 4.79 1.80 3.44
H 4.75 -0.03 5.12
C -3.27 1.30 -6.81
C -3.18 1.81 -8.03
C -3.88 3.07 -8.38
O -3.80 3.55 -9.50
C -4.68 3.74 -7.32
C -4.77 3.22 -6.10
C -4.07 1.96 -5.75
O -4.15 1.48 -4.64
H -2.77 0.38 -6.53
H -2.60 1.34 -8.81
H -5.18 4.66 -7.60
H -5.35 3.68 -5.31
C 2.69 1.19 -8.26
C 1.44 1.48 -8.61
C 0.40 0.43 -8.69
O -0.74 0.70 -9.02
C 0.80 -0.96 -8.37
C 2.05 -1.26 -8.03
C 3.09 -0.21 -7.94
O 4.23 -0.48 -7.63
H 3.47 1.93 -8.19
H 1.13 2.49 -8.84
H 0.02 -1.71 -8.44
H 2.36 -2.27 -7.79
C -6.55 -2.12 -1.13
C -5.79 -1.43 -0.28
C -5.22 -0.11 -0.66
O -4.53 0.52 0.11
C -5.54 0.41 -2.01
C -6.30 -0.28 -2.86
C -6.86 -1.60 -2.48
O -7.56 -2.23 -3.25
H -6.97 -3.09 -0.88
H -5.54 -1.80 0.71
H -5.11 1.37 -2.26
H -6.53 0.08 -3.85
*
```

=====

This record from the OMol25 dataset describes 5 unconnected molecules or ions with the total composition C42H49BN2O22S3 in a non-equilibrium geometry. The level of theory is wB97M-V/def2-TZVPD.

The SMILES is CCCCOc1c(N=C=S)c(B(O)O)c2c(c1S(C)(=O)=O)C(=O)c1c(c(N=C=O)c(S)c(CCCOC(C)=O)c1[C@H](C)CC)C2=O.O=C1OCCO1.O=C1OCCO1.O=C1OCCO1.O=C1OCCO1.

Structure (ORCA input):
```
! RIJCOSX wB97M-V def2-TZVPD def2/J DEFGRID3
* xyz 0 1
C 4.01 2.21 2.57
C 3.94 3.74 2.15
C 2.69 4.08 1.20
C 1.54 4.58 2.15
O 0.30 4.96 1.50
C -0.28 3.88 0.82
C -0.23 3.96 -0.69
N 0.35 5.14 -1.32
C 1.52 4.98 -1.69
S 2.96 4.47 -2.23
C -0.75 2.86 -1.57
B -0.68 2.96 -3.21
O -1.37 4.07 -3.78
O -0.01 2.01 -4.01
C -1.33 1.68 -0.86
C -1.44 1.61 0.65
C -0.92 2.71 1.54
S -1.04 2.62 3.36
C -0.91 4.29 4.18
O 0.06 1.74 3.82
O -2.29 2.05 3.88
C -2.09 0.28 1.18
O -3.01 0.18 1.96
C -1.49 -1.03 0.50
C -1.41 -0.94 -1.01
C -0.89 -2.08 -1.78
N -0.77 -2.02 -3.25
C -1.91 -2.38 -3.68
O -2.91 -2.33 -4.28
C -0.44 -3.31 -1.01
S 0.18 -4.70 -2.05
C -0.50 -3.38 0.49
C 0.05 -4.70 1.15
C 1.64 -4.73 0.87
C 2.51 -4.39 2.15
O 3.90 -4.76 1.91
C 4.71 -3.61 1.97
C 4.83 -2.54 0.82
O 5.40 -3.43 2.96
C -1.06 -2.21 1.28
C -1.16 -2.20 2.86
C 0.36 -2.13 3.41
C -1.99 -3.42 3.47
C -3.47 -2.93 3.85
C -1.86 0.43 -1.67
O -2.56 0.50 -2.66
H 4.07 1.53 1.66
H 3.11 2.00 3.23
H 4.93 2.05 3.20
H 3.91 4.36 3.10
H 4.92 4.02 1.65
H 3.05 4.92 0.54
H 2.39 3.16 0.61
H 1.89 5.49 2.72
H 1.37 3.75 2.92
H -2.31 3.92 -3.56
H -0.56 1.20 -4.09
H -1.22 5.09 3.45
H -1.58 4.26 5.09
H 0.16 4.37 4.52
H 1.15 -4.16 -2.88
H -0.06 -4.75 2.27
H -0.46 -5.62 0.72
H 1.89 -3.95 0.09
H 1.99 -5.74 0.48
H 2.52 -3.28 2.36
H 2.09 -4.89 3.07
H 4.69 -1.53 1.30
H 4.10 -2.70 -0.02
H 5.87 -2.52 0.37
H -1.65 -1.26 3.27
H 0.99 -1.66 2.60
H 0.68 -3.17 3.69
H 0.36 -1.41 4.29
H -1.49 -3.68 4.46
H -2.01 -4.34 2.82
H -3.45 -1.96 4.43
H -3.92 -3.75 4.48
H -4.04 -2.73 2.90
O 5.06 3.01 -3.32
C 5.07 2.74 -4.48
O 6.18 2.35 -5.16
C 5.75 1.89 -6.44
C 4.44 2.61 -6.62
O 3.98 2.77 -5.28
H 6.48 2.15 -7.21
H 5.64 0.81 -6.41
H 4.56 3.59 -7.08
H 3.73 2.03 -7.21
O 5.48 -0.43 -0.60
C 6.59 -0.13 -0.26
O 7.71 -0.39 -0.99
C 8.78 0.31 -0.38
C 8.31 0.48 1.04
O 6.89 0.52 0.89
H 9.71 -0.27 -0.44
H 8.92 1.26 -0.89
H 8.58 -0.36 1.68
H 8.67 1.40 1.49
O -8.53 0.13 -1.23
C -7.41 0.41 -0.90
O -6.31 0.13 -1.64
C -5.21 0.80 -1.04
C -5.66 0.97 0.38
O -7.08 1.03 0.26
H -4.30 0.22 -1.12
H -5.06 1.76 -1.55
H -5.40 0.12 1.01
H -5.27 1.88 0.84
O -12.82 -4.36 -2.58
C -11.82 -3.73 -2.37
O -10.56 -4.20 -2.59
C -9.67 -3.10 -2.43
C -10.44 -2.17 -1.54
O -11.80 -2.47 -1.87
H -8.73 -3.42 -1.99
H -9.47 -2.66 -3.42
H -10.28 -2.37 -0.48
H -10.22 -1.12 -1.74
*
```

=====

E_tot / eV: -83222.473 -125549.633